Computed, not measured: a structure of composition C30H35FeN6O3Si in a non-equilibrium geometry, with ωB97M-V with the def2-TZVPD basis set.

```
76
Properties=species:S:1:pos:R:3:forces:R:3:mulliken_charge:R:1
Fe 0.03936 0.24882 0.75801 0.45 0.51 1.34 -1.271
O 0.02749 0.45319 2.83004 -0.05 -0.21 -0.16 -0.091
C 1.25514 0.37765 3.54708 0.10 0.04 0.05 -1.346
C 2.36900 0.28629 2.54535 0.00 0.01 0.10 0.572
C 3.68821 0.32957 2.97272 -0.09 -0.03 -0.02 -1.028
C 4.70261 0.21988 2.04069 -0.02 -0.01 -0.03 -0.729
C 4.36409 0.05864 0.70393 -0.02 -0.01 0.03 -1.177
C 3.03078 0.01701 0.36211 0.08 -0.08 0.00 -0.671
N 2.03610 0.14279 1.25639 -0.13 0.05 -0.35 2.251
H -0.70351 0.65698 3.42050 0.03 0.05 -0.04 0.246
H 1.26120 -0.50487 4.19214 0.01 0.00 0.00 0.434
H 1.38058 1.26446 4.17248 0.00 -0.01 -0.02 0.554
H 3.90591 0.44498 4.02592 0.00 0.00 0.02 0.570
H 5.73819 0.24789 2.35078 0.01 0.01 0.00 0.477
H 5.11783 -0.05283 -0.06099 0.01 -0.01 -0.02 0.559
H 2.73395 -0.17534 -0.65548 0.05 0.00 0.06 0.419
O -2.38168 -0.48437 -5.49094 -0.03 0.01 0.00 -0.501
C -1.03827 -0.08445 -5.38627 0.06 0.00 -0.03 -0.580
C -0.71045 0.11940 -3.93544 0.11 0.04 0.06 -0.063
C 0.56317 0.51246 -3.52904 -0.13 -0.03 -0.01 -1.568
C 0.83781 0.62616 -2.18319 0.12 0.04 0.03 -0.389
N -0.07094 0.41106 -1.22772 -0.56 -0.61 0.11 1.514
C -1.33347 0.14047 -1.61827 0.16 0.12 -0.62 0.650
C -1.67274 -0.05708 -2.95268 0.18 0.12 0.18 -0.697
C -2.35047 0.11045 -0.55952 -0.55 -0.03 0.05 0.222
C -3.69420 0.29721 -0.85400 0.13 -0.13 0.45 -0.637
C -4.62787 0.24181 0.17678 0.11 0.01 0.12 0.322
C -6.09678 0.37907 -0.14708 -0.04 -0.02 0.02 -0.823
O -6.30208 1.32263 -1.17388 0.02 0.00 -0.03 -0.500
C -4.15943 0.04559 1.47594 -0.06 -0.05 -0.16 -1.385
C -2.80318 -0.07858 1.69720 0.01 -0.08 0.07 -1.004
N -1.90601 -0.04787 0.70981 0.08 0.32 -1.05 1.933
H -2.62462 -0.57195 -6.41809 0.00 -0.01 0.00 0.333
H -0.84730 0.85469 -5.91953 0.00 -0.02 0.01 0.376
H -0.35603 -0.84097 -5.79365 -0.01 0.03 0.01 0.332
H 1.34738 0.71350 -4.24643 0.01 -0.01 -0.02 0.543
H 1.82577 0.91502 -1.85744 -0.02 0.03 -0.02 0.619
H -2.66557 -0.35525 -3.24846 -0.07 0.03 0.04 0.694
H -4.03169 0.51326 -1.85557 0.03 -0.04 -0.07 0.745
H -6.66809 0.60297 0.75582 0.01 0.03 -0.01 0.451
H -6.44775 -0.58862 -0.51949 0.00 0.01 0.06 0.250
H -6.60838 2.15501 -0.80194 -0.01 0.00 -0.01 0.319
H -4.83722 0.00534 2.31782 -0.03 -0.01 -0.01 0.448
H -2.42171 -0.23356 2.69719 -0.03 0.00 0.00 0.192
N 2.09603 5.37982 1.01224 0.04 0.06 0.00 -0.369
C 0.98638 4.62747 0.89499 -0.07 -0.10 -0.01 0.363
C 1.03853 3.21470 0.90592 0.03 0.09 -0.01 -0.373
N -0.05969 2.48719 0.79808 0.03 -0.07 -0.03 0.531
C -1.22840 3.12711 0.67420 -0.06 0.05 0.01 -0.447
C -1.26688 4.51162 0.65768 0.00 -0.06 0.00 -0.550
N -0.18137 5.25961 0.76521 0.05 0.02 0.02 -0.609
H 3.00901 4.97902 1.11533 0.00 0.00 0.00 0.190
H 2.00092 6.38123 1.00133 0.01 0.00 0.00 0.259
H 1.98692 2.69756 0.99399 0.00 0.00 0.01 0.128
H -2.13113 2.53850 0.58908 0.00 0.00 -0.01 0.349
H -2.21032 5.03295 0.55250 -0.01 0.01 0.00 0.401
C -0.35079 -2.72261 2.50403 0.02 -0.01 -0.10 -1.275
Si -0.01426 -2.16675 0.74610 0.13 -0.03 -0.10 0.967
C -1.28583 -2.90141 -0.42013 0.05 0.04 0.08 -1.233
C 1.67756 -2.72602 0.17679 -0.14 -0.06 -0.06 0.452
C 2.01457 -2.62790 -1.17743 0.01 -0.03 0.03 -0.275
C 3.26544 -3.01405 -1.63551 0.00 -0.01 0.01 -0.790
C 4.20182 -3.51879 -0.74223 0.02 0.00 -0.01 -0.577
C 3.87909 -3.64141 0.60195 0.09 -0.01 -0.01 -0.824
C 2.62979 -3.24585 1.05443 -0.05 0.07 0.10 -0.361
H -0.40812 -3.81370 2.51409 0.00 -0.03 0.01 0.532
H -1.29981 -2.34971 2.89000 -0.03 0.01 -0.01 0.256
H 0.43684 -2.43468 3.19906 0.04 0.02 0.02 0.271
H -1.12923 -3.98325 -0.41332 0.00 -0.01 0.00 0.602
H -1.17447 -2.57120 -1.45279 0.03 -0.01 -0.02 0.301
H -2.31350 -2.71626 -0.10724 -0.04 0.01 0.02 0.322
H 1.29022 -2.24834 -1.89045 -0.05 -0.01 -0.04 0.426
H 3.50612 -2.94150 -2.68776 0.01 0.00 -0.03 0.474
H 5.17354 -3.83533 -1.09716 0.01 0.00 0.00 0.441
H 4.59824 -4.05841 1.29510 0.00 0.00 0.00 0.471
H 2.39763 -3.35812 2.10832 -0.01 -0.01 -0.01 0.386
```
Forces are in eV/Å.

energy relative to the best compared isomer or geometry (same formula, charge and spin): 0.00 kcal/mol
HOMO-LUMO gap (spin up / spin down): 0.287 / 0.270 Ha
net charge: +2
multiplicity: 2
E_LUMO (spin up / spin down): -5.9 / -5.9 eV
HOMO (spin up / spin down): -13.70 / -13.28 eV

Computed, not measured: a structure of composition C30H35MnN5O2S3Si in a non-equilibrium geometry, with ωB97M-V with the def2-TZVPD basis set.

```
77
Properties=species:S:1:pos:R:3:forces:R:3:mulliken_charge:R:1
Mn 0.57030 0.85477 0.56732 0.98 -0.24 -0.20 0.069
C -0.69581 -0.35523 1.70263 0.35 0.73 0.14 -0.539
Si -1.51643 -1.40129 0.48957 -0.25 -0.36 -0.11 -0.413
C -1.42525 -0.46771 -1.14787 0.12 0.10 -0.34 -0.766
N -0.07008 0.12144 -1.37997 -0.10 0.41 0.37 1.345
C 0.89378 -0.88583 -1.92909 -0.22 0.04 -0.12 -0.037
C 1.14495 -0.74308 -3.43374 -0.02 0.02 -0.04 -0.901
C -0.13050 -0.37445 -4.18879 0.01 0.01 0.08 -0.742
C -0.68073 0.96882 -3.66745 -0.01 -0.07 -0.06 -0.771
C -0.12684 1.30002 -2.28346 -0.01 -0.21 0.00 -0.733
C -0.68166 -3.07421 0.28892 0.11 -0.27 -0.02 0.302
C -0.98868 -3.88645 -0.81280 0.07 -0.04 0.06 0.130
C -0.41717 -5.14196 -0.97102 0.04 0.04 0.07 -0.807
C 0.47224 -5.62412 -0.01319 -0.04 0.06 -0.02 -0.610
C 0.78597 -4.84179 1.08987 -0.08 0.08 -0.01 -0.463
C 0.21765 -3.57561 1.23474 -0.02 -0.06 -0.05 -0.440
C -3.35479 -1.74875 0.70842 -0.25 -0.08 0.02 0.474
C -4.26511 -0.68443 0.64063 -0.01 -0.02 0.05 -0.264
C -5.63000 -0.88166 0.81136 0.08 -0.05 0.01 -0.750
C -6.11852 -2.15923 1.06017 0.06 -0.01 -0.01 -0.404
C -5.23769 -3.23085 1.13887 0.08 0.08 -0.01 -0.738
C -3.87105 -3.02506 0.96294 -0.09 0.07 0.01 -0.210
H -0.25916 -0.89239 2.54854 0.06 0.07 0.00 0.514
H -1.40936 0.37520 2.09388 -0.11 -0.03 0.16 0.466
H -2.11728 0.36773 -1.02990 -0.05 0.09 -0.03 0.709
H -1.77650 -1.05162 -2.00901 0.07 0.06 0.00 0.103
H 0.48878 -1.87382 -1.71923 -0.02 -0.02 0.02 0.008
H 1.83215 -0.80852 -1.39114 0.13 0.05 0.06 -0.308
H 1.55808 -1.68691 -3.79706 -0.01 0.02 -0.02 0.498
H 1.90881 0.01878 -3.61808 -0.03 -0.01 0.01 0.362
H -0.86971 -1.16909 -4.04925 0.02 0.04 0.01 0.241
H 0.06178 -0.32118 -5.26176 0.01 0.00 0.03 0.487
H -1.77153 0.94840 -3.62849 0.02 -0.03 -0.03 0.241
H -0.41122 1.78478 -4.34275 0.00 -0.03 0.01 0.506
H -0.73189 2.05869 -1.79836 -0.10 0.08 0.04 -0.078
H 0.88509 1.70059 -2.36016 0.09 0.00 0.03 0.527
H -1.69302 -3.53078 -1.56360 0.06 -0.03 0.09 0.402
H -0.66776 -5.74810 -1.83427 0.01 0.01 0.04 0.411
H 0.91130 -6.60963 -0.12517 -0.02 0.06 0.00 0.390
H 1.46925 -5.22106 1.84214 -0.04 0.02 -0.03 0.489
H 0.47422 -2.96872 2.10256 -0.04 -0.10 -0.14 0.223
H -3.90177 0.32690 0.47047 -0.01 -0.07 0.00 0.214
H -6.31055 -0.03874 0.75638 0.04 -0.05 0.00 0.411
H -7.18219 -2.31688 1.19714 0.04 0.00 -0.01 0.363
H -5.61349 -4.22903 1.33921 0.03 0.07 -0.01 0.386
H -3.19975 -3.87697 1.03333 -0.04 0.08 -0.03 0.279
O 2.70728 3.82237 -0.38675 0.23 0.00 0.10 -0.642
S 1.80385 3.99728 0.71305 -0.64 -0.18 -0.45 0.996
O 2.35178 3.91543 2.04946 -0.37 0.57 -0.11 -0.898
N 0.51586 2.99234 0.54258 -0.95 -0.44 0.04 0.055
C -0.66768 3.64802 0.47344 0.49 0.36 0.09 0.756
S -2.16239 2.95621 0.36266 0.17 -0.06 -0.01 -0.476
C -0.46493 5.13696 0.50977 -0.16 -0.40 0.01 -0.135
C -1.42671 6.12699 0.48110 -0.14 0.23 -0.06 -0.669
C -1.00787 7.45156 0.52847 -0.01 -0.09 -0.02 -0.586
C 0.34674 7.77395 0.60479 0.00 0.07 0.02 -0.572
C 1.31333 6.77883 0.65192 -0.04 -0.08 -0.07 -0.695
C 0.86599 5.47100 0.59648 0.25 0.36 0.10 0.287
H -2.47371 5.85571 0.41687 0.06 0.02 0.02 0.455
H -1.74321 8.24628 0.50461 0.03 -0.02 0.00 0.390
H 0.64915 8.81407 0.63401 -0.02 -0.05 0.01 0.390
H 2.36804 7.01518 0.72032 -0.05 -0.02 0.01 0.457
C 4.00670 -3.61381 1.74306 0.00 0.11 0.00 -1.365
C 3.66504 -2.61593 0.63093 0.00 0.05 0.08 0.180
C 3.50556 -1.21153 1.12846 0.18 -0.16 0.12 -0.001
N 2.50691 -0.44895 0.88675 -0.13 0.38 0.41 0.295
N 2.59577 0.80004 1.48415 -0.88 -0.34 -0.55 -0.575
C 3.68694 0.97459 2.16514 0.33 0.65 0.26 0.465
N 4.00598 2.11920 2.80233 0.54 -1.30 0.17 -0.343
S 4.69053 -0.43014 2.14642 0.39 -0.32 0.06 -0.264
H 4.09495 -4.61985 1.33241 -0.02 0.04 0.00 0.379
H 3.23152 -3.62526 2.51219 0.04 0.03 -0.05 0.273
H 4.95671 -3.36630 2.22678 -0.08 -0.01 -0.06 0.452
H 2.72478 -2.88141 0.14588 0.00 -0.03 0.01 -0.139
H 4.44668 -2.63651 -0.13261 0.01 0.03 -0.01 0.368
H 3.43860 2.93235 2.60576 -0.22 0.23 -0.07 0.397
H 4.91896 2.24034 3.19609 0.08 -0.14 0.00 0.187
```
Forces are in eV/Å.

HOMO-LUMO gap (spin up / spin down): 0.288 / 0.276 Ha
multiplicity: 2
E_LUMO (spin up / spin down): -0.1 / -0.1 eV
HOMO (spin up / spin down): -7.90 / -7.59 eV

Computed, not measured: a structure of composition C30H36BrF3MnN6O4PS in a non-equilibrium geometry, with ωB97M-V with the def2-TZVPD basis set.

```
83
Properties=species:S:1:pos:R:3:forces:R:3:mulliken_charge:R:1
Mn -1.24439 -1.02481 0.95667 0.72 0.71 0.11 1.341
C 0.15887 -5.04383 2.53255 0.03 -0.10 -0.06 -1.080
C -0.25146 -4.00641 1.68893 0.11 0.06 -0.08 -0.333
N -0.16737 -2.73259 2.02878 -0.30 -0.08 -0.09 0.609
C 0.32459 -2.42095 3.24844 -0.05 0.04 -0.10 0.016
C 0.78650 -3.38300 4.14414 0.12 -0.10 0.13 0.898
C 0.68530 -4.73088 3.75558 0.05 -0.05 0.15 -0.697
C 1.36324 -2.96989 5.39653 -0.03 -0.13 -0.03 -0.930
C 1.50311 -1.66464 5.69449 0.06 0.13 0.08 -0.985
C 1.02103 -0.65072 4.79593 0.06 0.05 0.20 1.168
C 1.13623 0.72611 5.05513 0.08 -0.05 0.14 -0.679
C 0.61575 1.62834 4.16551 0.01 0.15 0.00 -1.067
C -0.05546 1.14835 3.03711 -0.10 -0.02 -0.03 -0.110
N -0.17797 -0.13690 2.77474 -0.24 0.08 -0.07 0.109
C 0.38318 -1.02729 3.61391 -0.03 -0.02 -0.11 -0.331
H 0.05831 -6.07078 2.20515 0.02 0.07 0.02 0.452
H -0.66097 -4.21950 0.70909 -0.02 0.03 0.07 0.622
H 1.03060 -5.50701 4.43028 -0.04 0.04 -0.04 0.447
H 1.69231 -3.73412 6.09166 0.02 0.04 -0.07 0.412
H 1.96830 -1.35594 6.62534 -0.06 -0.02 -0.09 0.411
H 1.63757 1.06021 5.95783 -0.04 -0.03 -0.06 0.439
H 0.70121 2.69565 4.32878 -0.03 -0.09 0.00 0.482
H -0.51296 1.83074 2.32845 0.04 -0.03 0.01 0.301
F -3.11725 -4.61702 1.96951 -0.13 -0.06 0.10 -0.174
C -4.18498 -3.93014 1.54147 0.23 0.10 -0.02 0.494
F -4.86347 -4.67119 0.68400 -0.05 -0.20 0.00 -0.196
F -4.95093 -3.62370 2.57921 -0.05 -0.13 0.03 -0.202
S -3.63702 -2.38325 0.72474 0.05 -0.08 -0.08 1.215
O -4.74775 -1.97931 -0.07318 0.01 0.15 0.01 -0.560
O -2.39677 -2.73458 -0.00673 -0.19 0.30 -0.03 -0.747
O -3.25547 -1.51388 1.85130 0.09 0.05 -0.09 -0.748
O 0.36474 0.23301 0.08646 -0.52 -0.31 -0.17 0.128
P 0.93778 0.83541 -1.16585 0.07 -0.42 -0.07 -3.331
N 2.51362 1.19017 -0.90899 0.42 0.27 0.08 0.659
C 3.61009 1.07932 -1.89020 -0.03 0.02 0.21 -0.100
C 4.41204 2.35277 -1.66365 0.02 0.01 0.13 -0.776
C 4.31754 2.53522 -0.14537 -0.02 0.01 -0.08 -0.674
C 2.87883 2.12380 0.18314 0.07 -0.09 -0.29 -0.185
N 0.08592 2.17607 -1.57663 -0.22 0.32 0.09 1.714
C 0.39615 3.00843 -2.76399 -0.08 0.01 0.18 -0.284
C -0.01878 4.41437 -2.33962 -0.06 -0.02 0.09 -0.826
C -1.18790 4.13788 -1.39008 0.05 0.04 -0.06 -0.892
C -0.65980 2.97167 -0.56577 0.18 0.06 -0.24 0.310
N 0.91197 -0.20282 -2.43623 -0.08 -0.41 0.02 0.910
C 1.02544 0.11716 -3.87691 -0.10 -0.16 0.15 -0.424
C 1.64624 -1.13898 -4.48114 -0.04 -0.08 0.05 -0.853
C 1.11482 -2.26040 -3.58448 0.02 0.08 -0.09 -0.864
C 1.17390 -1.65008 -2.18954 0.16 0.38 -0.24 -0.110
H 3.24077 0.97774 -2.90751 0.02 0.03 0.04 0.023
H 4.22892 0.20528 -1.67042 0.00 -0.07 0.00 0.419
H 3.93650 3.19391 -2.17490 0.01 -0.01 -0.01 0.231
H 5.43737 2.26423 -2.01964 -0.01 0.04 -0.01 0.446
H 4.52650 3.55366 0.17468 0.05 0.01 0.02 0.390
H 5.02355 1.86938 0.35314 0.00 0.00 0.00 0.337
H 2.21986 2.99782 0.18011 -0.02 -0.01 -0.04 0.146
H 2.79019 1.64009 1.15529 -0.01 -0.05 0.04 0.080
H -0.20365 2.67833 -3.61635 0.05 -0.02 0.00 0.262
H 1.45123 2.94893 -3.04745 -0.02 0.01 0.11 0.154
H -0.27260 5.04390 -3.19130 -0.01 -0.01 0.04 0.419
H 0.79186 4.89455 -1.78298 -0.02 0.00 -0.07 0.320
H -2.07141 3.82917 -1.95807 0.04 0.01 0.05 0.272
H -1.45357 4.99307 -0.76968 -0.01 -0.01 -0.03 0.447
H -1.43358 2.37397 -0.10014 0.01 0.01 -0.02 -0.664
H 0.00329 3.35013 0.22214 0.03 -0.05 -0.04 0.307
H 1.63106 1.00356 -4.05486 0.01 -0.01 -0.03 0.390
H 0.03864 0.30014 -4.30071 -0.15 0.03 -0.03 0.225
H 2.73686 -1.09138 -4.41629 -0.04 0.00 -0.01 0.250
H 1.36721 -1.26412 -5.52646 0.06 0.01 0.01 0.438
H 1.70534 -3.17307 -3.65353 -0.06 0.00 -0.01 0.449
H 0.07943 -2.49412 -3.84975 0.08 0.01 0.03 0.333
H 2.15288 -1.80604 -1.72737 0.07 0.07 -0.02 0.400
H 0.42988 -2.07086 -1.52537 -0.25 -0.07 0.18 -0.266
Br -3.54868 -0.14756 -4.17087 0.07 0.03 0.04 -0.151
C -3.66886 0.42285 -2.37799 0.18 -0.05 -0.09 -0.653
C -4.79639 1.07020 -1.91963 -0.20 -0.03 -0.07 -0.271
C -4.83329 1.44343 -0.58913 -0.17 0.11 0.05 -1.035
C -3.76647 1.13173 0.22419 0.41 -0.08 0.29 -0.618
N -2.65865 0.51170 -0.21124 -0.40 -0.44 -0.62 0.994
C -2.61712 0.17439 -1.51383 -0.09 0.24 0.39 0.013
H -5.63386 1.25575 -2.58049 0.06 0.03 0.03 0.538
H -5.69690 1.95083 -0.17752 0.07 -0.05 -0.03 0.512
H -3.78280 1.38896 1.27621 -0.03 -0.08 0.01 0.435
H -1.71805 -0.30062 -1.87876 0.12 -0.12 0.00 0.455
```
Forces are in eV/Å.

HOMO-LUMO gap (spin up / spin down): 0.306 / 0.304 Ha
net charge: +1
multiplicity: 6
E_LUMO (spin up / spin down): -2.8 / -2.9 eV
HOMO (spin up / spin down): -11.13 / -11.15 eV